Record 1
Density functional theory data (ωB97M-V/def2-TZVPD) for a molecular structure, C12H36O6S6Tl at a distorted geometry.

Output
Charge   +3
Energy relative to the best compared isomer or geometry (same formula, charge and spin)   8.3 kcal per mole
Kohn-Sham gap   3.318 eV

Each line ends with the Mulliken charge.
Positions of all 61 atoms, in Å:
Tl1 -0.15689 0.50851 0.34574  1.3760
C1 0.89440 2.83022 -3.41700  -0.4141
S1 1.56938 3.71333 -1.95506  0.3996
O1 1.18508 2.74262 -0.82698  -0.4151
C2 3.29088 3.31251 -2.39933  -0.9642
H1 -0.19134 2.81672 -3.43156  -0.2632
H2 1.18849 1.78160 -3.34382  0.3076
H3 1.32669 3.24561 -4.32642  0.4844
H4 4.05341 3.45806 -1.63861  0.3445
H5 3.57932 3.94105 -3.24713  0.4270
H6 3.29934 2.29556 -2.78942  0.3098
C3 -1.85439 -3.47743 1.81665  -0.5800
S2 -1.56097 -3.32669 0.03945  0.4311
O2 -0.86928 -1.99630 -0.22476  -0.3892
C4 -0.29029 -4.61366 -0.09806  -0.8633
H7 -2.30281 -2.54017 2.15889  0.1126
H8 -0.91504 -3.49700 2.37270  0.1125
H9 -2.53208 -4.29559 2.04460  0.4541
H10 -0.64856 -5.59020 0.22758  0.4397
H11 0.63118 -4.30880 0.39674  0.1302
H12 -0.01844 -4.76737 -1.14489  0.3676
C5 2.14562 -0.89171 4.23968  -0.9759
S3 1.72759 -2.13411 2.98568  0.4746
O3 1.55962 -1.36096 1.67113  -0.4152
C6 3.31810 -3.02377 2.85199  -0.9698
H13 1.51285 -0.02856 4.03675  0.2747
H14 3.19304 -0.59652 4.23083  0.3249
H15 1.82575 -1.27054 5.21054  0.4436
H16 4.02682 -2.34138 2.38841  0.2709
H17 3.22131 -3.98564 2.36050  0.3391
H18 3.62150 -3.18439 3.88930  0.4401
C7 -2.81161 1.75326 -3.79792  -0.9689
S4 -1.87169 0.28251 -3.25820  0.4444
O4 -2.06787 0.15195 -1.74649  -0.3748
C8 -2.90979 -0.91719 -4.12779  -0.9997
H19 -3.16758 1.74152 -4.83226  0.4609
H20 -2.31163 2.70949 -3.67817  0.3255
H21 -3.75565 1.68606 -3.25009  0.2779
H22 -3.94142 -0.74798 -3.81652  0.3381
H23 -2.60408 -1.89542 -3.75867  0.3435
H24 -2.80646 -0.83069 -5.20548  0.4142
C9 3.71392 3.46280 1.80521  -0.8307
S5 3.41680 1.71171 2.07132  0.5521
O5 1.96264 1.40127 1.87360  -0.4672
C10 4.32316 0.92263 0.68660  -0.4765
H25 3.30712 3.71752 0.82697  0.0609
H26 4.79138 3.62258 1.86870  0.4526
H27 3.24302 4.00935 2.61941  0.3951
H28 4.05302 -0.12714 0.61666  0.2303
H29 5.39246 0.98484 0.88969  0.4775
H30 4.04988 1.49907 -0.19574  -0.0632
C11 -4.77873 0.29561 2.39645  -0.7966
S6 -4.32543 1.10745 0.84103  0.4591
O6 -2.84045 1.32535 0.87479  -0.3874
C12 -4.76828 -0.19435 -0.35383  -0.4999
H31 -5.85267 0.15689 2.50911  0.4192
H32 -4.27826 0.80855 3.21026  0.3626
H33 -4.39825 -0.72414 2.27135  0.1594
H34 -4.95106 0.24318 -1.33087  0.2161
H35 -5.69988 -0.66644 -0.03861  0.4844
H36 -3.94288 -0.90524 -0.39461  -0.0234



Record 2
Density functional theory data (ωB97M-V/def2-TZVPD) for C7H14N2 in the gas phase at a distorted geometry.

Output
Energy relative to the best compared isomer or geometry (same formula, charge and spin)   28.7 kcal per mole
Kohn-Sham gap   10.378 eV

Each line ends with the Mulliken charge.
Positions of all 23 atoms, in Å:
C1 -0.41384 -2.19131 -1.81962  -1.4426
C2 -1.11272 -0.93081 -1.44787  0.7945
C3 -2.51427 -0.81671 -2.19818  -1.3196
N1 -1.42554 -0.88612 0.03020  -0.6098
C4 -0.83355 -0.00626 0.65542  0.5984
N2 -0.26146 0.95371 1.23626  -0.6038
C5 1.20061 0.88724 1.48796  0.5558
C6 1.79313 2.16067 0.77707  -1.3063
C7 1.42531 0.93371 2.94961  -1.2559
H1 0.61623 -2.23038 -1.50448  0.3360
H2 -0.40377 -2.39096 -2.88099  0.3744
H3 -0.80292 -3.16517 -1.42004  0.3366
H4 -0.48414 -0.03671 -1.67518  0.2060
H5 -3.07659 0.09408 -1.79298  0.3071
H6 -2.38604 -0.76489 -3.24932  0.4012
H7 -3.16474 -1.66395 -1.88838  0.3167
H8 1.53277 -0.06452 1.05808  0.3304
H9 2.91308 2.19958 0.97428  0.3312
H10 1.66450 2.06207 -0.31431  0.2957
H11 1.24472 3.04487 1.07309  0.3771
H12 1.17922 1.92083 3.39166  0.2975
H13 0.82004 0.11894 3.44332  0.3202
H14 2.48999 0.77206 3.11440  0.3592



Record 3
Density functional theory data (ωB97M-V/def2-TZVPD) for C7H8O in the gas phase at a distorted geometry.

Output
Energy relative to the best compared isomer or geometry (same formula, charge and spin)   153.9 kcal per mole
Kohn-Sham gap   9.886 eV

Each line ends with the Mulliken charge.
Positions of all 16 atoms, in Å:
C1 -2.43542 -0.21148 -0.23178  -0.9295
C2 -1.21530 -0.03268 0.34178  0.0878
C3 -0.31736 1.30133 0.28617  -0.2665
C4 1.03271 1.21684 0.03548  -0.2405
C5 1.90668 -0.16379 -0.00350  -0.6137
C6 0.66522 -0.88240 -0.35955  0.1897
O1 0.34547 -2.22135 0.03019  -0.4859
C7 -0.24406 -1.13807 0.68327  -0.0101
H1 -3.00068 0.55156 -0.40018  0.4323
H2 -2.99545 -1.18109 -0.53339  0.2268
H3 -0.67864 2.41099 0.24666  0.2384
H4 1.42716 2.30869 -0.26976  0.2184
H5 2.47380 -0.67973 0.84251  0.2888
H6 2.64579 0.00745 -0.84999  0.2701
H7 0.30495 -0.59606 -1.44086  0.3150
H8 0.08513 -0.69021 1.62294  0.2788



Record 4
Density functional theory data (ωB97M-V/def2-TZVPD) for C4H12OSSi in the gas phase at a distorted geometry.

Output
Energy relative to the best compared isomer or geometry (same formula, charge and spin)   35.3 kcal per mole
Kohn-Sham gap   8.877 eV

Each line ends with the Mulliken charge.
Positions of all 19 atoms, in Å:
C1 -1.32810 2.21280 2.24402  -0.7117
S1 -2.12183 1.30006 0.93577  0.0878
O1 -0.39220 0.73432 0.37321  -0.1597
Si1 0.31544 -0.41514 -0.55759  0.3481
C2 0.10920 -2.07982 0.24179  -1.1662
C3 -0.49982 -0.73590 -2.29210  -0.9802
C4 2.09653 0.25897 -0.58034  -1.0807
H1 -2.20906 2.56526 2.82567  0.3477
H2 -0.66377 2.99735 1.86610  0.2479
H3 -0.88403 1.41146 3.04287  0.2252
H4 -0.88311 -2.54032 0.26330  0.3420
H5 0.72776 -2.92106 -0.07531  0.4002
H6 0.42313 -2.09555 1.31792  0.2999
H7 -0.74678 -1.82878 -2.32028  0.2582
H8 -1.42336 -0.10068 -2.17364  0.2572
H9 0.20900 -0.28391 -3.04840  0.3042
H10 3.02032 -0.16269 -0.24374  0.3788
H11 2.24062 0.50318 -1.68868  0.2594
H12 2.01008 1.18046 -0.13058  0.3418



Record 5
Density functional theory data (ωB97M-V/def2-TZVPD) for 7 unconnected molecules or ions with the total composition C14H39ClNO9 at a distorted geometry.

Output
Charge   +1
Kohn-Sham gap   9.588 eV

Each line ends with the Mulliken charge.
Positions of all 64 atoms, in Å:
C1 5.70739 0.46535 0.67007  -0.8452
C2 4.93692 -0.52113 -0.18999  -0.2718
O1 4.00685 -1.23724 0.63164  -0.2686
C3 3.37414 -2.28955 -0.04642  -0.7990
C4 2.12369 -2.66006 0.76397  -0.8922
C5 0.81810 -2.17998 0.13518  0.1496
C6 -0.29896 -1.87760 1.13390  -1.6598
C7 -1.37310 -1.08206 0.37150  0.1841
C8 -2.51687 -0.50157 1.22751  -1.2123
C9 -2.54458 1.03140 1.12842  -0.5336
C10 -3.68600 1.62615 1.93654  -0.5432
O2 -4.11189 2.91090 1.46395  -0.3951
C11 -3.13763 3.81240 1.21889  0.8132
C12 -3.17604 4.41623 -0.14460  -0.8456
O3 -2.31002 4.11030 2.04628  -0.5663
C13 -1.89081 -1.93915 -0.81118  0.3813
Cl1 -1.83667 -1.01123 -2.33866  -0.2112
C14 -1.18494 -3.27157 -1.01780  -1.5474
N1 0.31173 -3.20041 -0.86666  0.0447
H1 6.66999 0.05120 0.97286  0.3161
H2 5.84116 1.39847 0.13266  0.0968
H3 5.14756 0.68152 1.58392  0.3036
H4 5.61575 -1.23708 -0.67012  0.2919
H5 4.37918 -0.00792 -0.98414  0.2869
H6 4.04532 -3.15115 -0.15724  0.3566
H7 3.10124 -1.96355 -1.06612  0.3828
H8 2.21339 -2.12355 1.71100  0.4852
H9 2.08444 -3.73571 0.97005  0.4447
H10 1.00356 -1.25321 -0.41543  0.5309
H11 -0.69767 -2.78789 1.58983  0.1170
H12 0.10903 -1.23284 1.91373  0.6405
H13 -0.82440 -0.24168 -0.06609  0.5052
H14 -2.31133 -0.75893 2.27064  0.3544
H15 -3.48815 -0.91537 0.94820  0.4807
H16 -2.62358 1.31038 0.06914  0.2847
H17 -1.58035 1.39945 1.49427  0.4087
H18 -4.56934 0.98878 1.90197  0.4484
H19 -3.38617 1.73501 2.98386  0.2600
H20 -4.19712 4.55531 -0.50003  0.3422
H21 -2.65146 3.76747 -0.85364  0.2250
H22 -2.64036 5.36410 -0.12942  0.1451
H23 -2.93682 -2.18581 -0.62390  0.4782
H24 -1.38499 -3.61026 -2.03566  0.5842
H25 -1.58200 -4.04306 -0.35725  0.3408
H26 0.75575 -3.06032 -1.77707  0.4936
H27 0.63352 -4.11333 -0.54116  0.4736
O4 -1.26732 7.35253 1.14229  -0.6420
H28 -1.74778 6.55449 1.38823  0.3264
H29 -1.83580 7.82679 0.52896  0.3163
O5 0.50343 -2.11463 -4.75221  -0.6197
H30 0.29407 -2.01386 -5.69232  0.3417
H31 -0.34598 -2.19697 -4.31311  0.2862
O6 -4.04838 3.79530 4.62891  -0.6458
H32 -3.37701 3.50305 5.25183  0.3095
H33 -3.54833 4.13055 3.87478  0.3128
O7 -2.17354 -2.71959 3.59095  -0.5913
H34 -2.86244 -3.39333 3.58125  0.2977
H35 -1.41658 -3.17318 3.97783  0.2944
O8 6.27094 2.50294 -1.74273  -0.6375
H36 6.01876 2.96879 -2.54652  0.3044
H37 6.63440 3.19369 -1.17849  0.3077
O9 0.65088 -2.42874 -7.64507  -0.6618
H38 1.07617 -2.09282 -8.44006  0.3163
H39 1.23707 -3.12623 -7.33195  0.3257